Molecular formula: C26H80N16O14
Method: DFT, ωB97M-V with the def2-TZVPD basis set

Properties
Strongest force on any atom   3.30 eV/Å
SMILES   COC[C@H](C)N.COC[C@H](C)N.COC[C@H](C)N.COC[C@H](C)N.NC(N)=O.NC(N)=O.NC(N)=O.NC(N)=O.NC(N)=O.NC(N)=O.OCCO.OCCO
Kohn-Sham gap   9.575 eV
Energy relative to the best compared isomer or geometry (same formula, charge and spin)   592.8 kJ/mol

Each atom is followed by the atoms it is bonded to, with distances in Å.
Positions of all 136 atoms, in Å:
1 C 8.40 17.62 11.59  O2 1.401, H7 1.127, H8 1.113, H9 1.116
2 O 8.57 16.49 10.78  C1 1.401, C3 1.400
3 C 8.90 16.83 9.47  O2 1.400, C4 1.540, H10 1.121, H11 1.088
4 C 9.58 15.59 8.86  C3 1.540, C5 1.522, N6 1.486, H12 1.090
5 C 10.97 15.32 9.40  C4 1.522, H13 1.096, H14 1.098, H15 1.116
6 N 9.67 15.73 7.38  C4 1.486, H16 1.027, H17 1.049
7 H 7.80 18.36 10.98  C1 1.127
8 H 9.31 18.10 12.01  C1 1.113
9 H 7.71 17.29 12.40  C1 1.116
10 H 8.04 17.18 8.83  C3 1.121
11 H 9.66 17.61 9.45  C3 1.088
12 H 8.95 14.77 9.20  C4 1.090
13 H 10.93 15.53 10.47  C5 1.096
14 H 11.73 15.96 8.93  C5 1.098
15 H 11.25 14.24 9.28  C5 1.116
16 H 8.80 15.60 6.86  N6 1.027
17 H 10.33 15.01 6.99  N6 1.049
18 C 10.17 20.96 8.59  O19 1.389, H24 1.089, H25 1.116, H26 1.086
19 O 9.81 21.98 9.45  C18 1.389, C20 1.386
20 C 9.95 23.25 8.90  O19 1.386, C21 1.534, H27 1.070, H28 1.125
21 C 9.30 24.27 9.84  C20 1.534, C22 1.530, N23 1.461, H29 1.108
22 C 7.79 24.07 9.94  C21 1.530, H30 1.108, H31 1.078, H32 1.087
23 N 9.46 25.59 9.26  C21 1.461, H33 1.007, H34 0.997
24 H 11.25 20.87 8.44  C18 1.089
25 H 9.66 21.02 7.60  C18 1.116
26 H 9.82 20.00 8.97  C18 1.086
27 H 10.97 23.49 8.68  C20 1.070
28 H 9.34 23.31 7.95  C20 1.125
29 H 9.73 24.24 10.86  C21 1.108
30 H 7.39 24.17 8.91  C22 1.108
31 H 7.43 24.82 10.63  C22 1.078
32 H 7.39 23.15 10.36  C22 1.087
33 H 10.39 25.98 9.24  N23 1.007
34 H 8.92 26.29 9.73  N23 0.997
35 C 11.73 20.25 11.47  O36 1.426, H41 1.098, H42 1.098, H43 1.111
36 O 12.56 19.23 10.91  C35 1.426, C37 1.404
37 C 12.35 18.00 11.57  O36 1.404, C38 1.551, H44 1.067, H45 1.064
38 C 13.24 17.84 12.83  C37 1.551, C39 1.479, N40 1.506, H46 1.072
39 C 14.64 17.46 12.52  C38 1.479, H47 1.125, H48 1.084, H49 1.106
40 N 12.60 16.95 13.86  C38 1.506, H50 1.023, H51 1.044
41 H 11.84 20.23 12.56  C35 1.098
42 H 10.70 20.00 11.21  C35 1.098
43 H 11.88 21.22 10.95  C35 1.111
44 H 11.31 17.91 11.78  C37 1.067
45 H 12.76 17.29 10.90  C37 1.064
46 H 13.16 18.81 13.27  C38 1.072
47 H 15.17 17.46 13.51  C39 1.125
48 H 15.26 18.04 11.84  C39 1.084
49 H 14.64 16.42 12.15  C39 1.106
50 H 12.80 15.98 13.63  N40 1.023
51 H 13.03 17.06 14.80  N40 1.044
52 C 16.68 9.63 7.68  O53 1.441, H58 1.091, H59 1.083, H60 1.110
53 O 17.11 10.77 8.44  C52 1.441, C54 1.434
54 C 16.07 11.76 8.59  O53 1.434, C55 1.576, H61 1.135, H62 1.099
55 C 16.46 12.76 9.75  C54 1.576, C56 1.625, N57 1.483, H63 1.117
56 C 15.20 13.77 9.95  C55 1.625, H64 1.098, H65 1.119, H66 1.088
57 N 17.66 13.56 9.41  C55 1.483, H67 1.006, H68 1.038
58 H 16.21 9.99 6.77  C52 1.091
59 H 16.00 8.97 8.20  C52 1.083
60 H 17.62 9.09 7.44  C52 1.110
61 H 15.94 12.26 7.59  C54 1.135
62 H 15.16 11.21 8.85  C54 1.099
63 H 16.53 12.10 10.65  C55 1.117
64 H 14.24 13.24 10.07  C56 1.098
65 H 15.23 14.32 8.97  C56 1.119
66 H 15.46 14.47 10.73  C56 1.088
67 H 18.44 12.99 9.14  N57 1.006
68 H 17.50 14.23 8.63  N57 1.038
69 N 18.41 15.68 11.53  C70 1.395, H73 1.053, H74 0.988
70 C 17.58 15.71 12.65  N69 1.395, N71 1.387, O72 1.220
71 N 17.88 16.63 13.65  C70 1.387, H75 1.032, H76 1.017
72 O 16.58 15.03 12.72  C70 1.220
73 H 18.22 15.02 10.73  N69 1.053
74 H 19.00 16.46 11.36  N69 0.988
75 H 18.83 17.02 13.73  N71 1.032
76 H 17.35 16.54 14.51  N71 1.017
77 N 16.19 20.37 14.05  C78 1.381, H81 1.019, H82 1.027
78 C 14.85 20.60 14.33  N77 1.381, N79 1.387, O80 1.252
79 N 14.17 21.63 13.69  C78 1.387, H83 1.003, H84 0.992
80 O 14.23 19.86 15.12  C78 1.252
81 H 16.69 21.08 13.51  N77 1.019
82 H 16.73 19.69 14.60  N77 1.027
83 H 13.23 21.86 13.95  N79 1.003
84 H 14.52 22.15 12.92  N79 0.992
85 N 13.96 21.02 8.73  C86 1.371, H89 1.009, H90 1.046
86 C 15.19 21.23 9.29  N85 1.371, N87 1.359, O88 1.211
87 N 15.46 20.57 10.45  C86 1.359, H91 0.991, H92 1.018
88 O 16.10 21.81 8.74  C86 1.211
89 H 13.71 21.61 7.95  N85 1.009
90 H 13.16 20.53 9.20  N85 1.046
91 H 16.29 20.82 10.92  N87 0.991
92 H 14.79 20.00 10.96  N87 1.018
93 N 14.79 14.33 15.18  C94 1.383, H97 1.005, H98 0.992
94 C 13.67 13.66 14.72  N93 1.383, N95 1.405, O96 1.200
95 N 13.68 13.67 13.32  C94 1.405, H99 0.999, H100 1.011
96 O 12.84 13.16 15.43  C94 1.200
97 H 14.93 14.38 16.17  N93 1.005
98 H 15.28 14.93 14.57  N93 0.992
99 H 12.94 13.17 12.86  N95 0.999
100 H 14.47 14.08 12.85  N95 1.011
101 N 9.80 18.64 14.20  C102 1.392, H105 1.012, H106 1.013
102 C 10.12 19.79 14.92  N101 1.392, N103 1.433, O104 1.199
103 N 11.53 19.92 15.17  C102 1.433, H107 1.011, H108 1.025
104 O 9.24 20.49 15.32  C102 1.199
105 H 8.83 18.54 13.93  N101 1.012
106 H 10.56 17.98 14.04  N101 1.013
107 H 11.76 20.85 15.48  N103 1.011
108 H 12.21 19.22 14.85  N103 1.025
109 N 16.92 17.02 17.81  C110 1.444, H113 1.009, H114 1.008
110 C 16.34 18.04 16.96  N109 1.444, N111 1.398, O112 1.231
111 N 15.16 18.66 17.37  C110 1.398, H115 1.022, H116 1.027
112 O 16.98 18.37 15.96  C110 1.231
113 H 16.24 16.60 18.42  N109 1.009
114 H 17.60 16.40 17.42  N109 1.008
115 H 14.45 18.06 17.81  N111 1.022
116 H 14.75 19.06 16.52  N111 1.027
117 O 10.68 22.78 13.60  C118 1.419, H121 0.957
118 C 9.48 22.44 12.91  O117 1.419, C119 1.527, H122 1.094, H123 1.098
119 C 8.19 23.02 13.48  C118 1.527, O120 1.403, H124 1.089, H125 1.090
120 O 8.24 24.42 13.48  C119 1.403, H126 0.981
121 H 10.39 23.31 14.34  O117 0.957
122 H 9.52 22.73 11.86  C118 1.094
123 H 9.34 21.35 12.96  C118 1.098
124 H 7.98 22.61 14.47  C119 1.089
125 H 7.45 22.64 12.79  C119 1.090
126 H 7.69 24.59 14.27  O120 0.981
127 O 17.30 16.41 8.41  C128 1.430, H131 0.969
128 C 16.44 17.13 9.29  O127 1.430, C129 1.507, H132 1.092, H133 1.106
129 C 15.11 17.36 8.61  C128 1.507, O130 1.370, H134 1.128, H135 1.108
130 O 15.06 18.17 7.51  C129 1.370, H136 0.946
131 H 17.34 17.04 7.67  O127 0.969
132 H 16.29 16.56 10.20  C128 1.092
133 H 16.91 18.09 9.57  C128 1.106
134 H 14.32 17.50 9.40  C129 1.128
135 H 14.79 16.40 8.16  C129 1.108
136 H 14.78 19.06 7.66  O130 0.946